# 1
C4H8O3 | wB97M-V/def2-TZVPD

Element x y z (Å)
1 C -2.344 -0.693 0.193
2 O -0.929 -0.790 0.056
3 C -0.359 0.246 -0.551
4 O -0.917 1.072 -1.252
5 C 1.013 0.543 -0.075
6 C 1.982 -0.458 0.524
7 O 1.620 1.403 -0.974
8 H -2.566 -0.038 1.043
9 H -2.698 -1.702 0.391
10 H -2.783 -0.287 -0.717
11 H 0.426 1.060 0.780
12 H 1.454 -1.071 1.256
13 H 2.774 0.106 1.032
14 H 2.468 -1.115 -0.206
15 H 0.859 1.724 -1.500

Atomic forces in eV per Å
-0.39 -0.07 -0.01
0.05 0.05 -0.01
-0.24 -0.25 -0.81
-0.23 -0.76 0.05
-0.53 0.22 0.87
-0.18 -0.02 0.01
-0.13 0.31 0.05
-0.06 -0.11 -0.15
-0.06 0.08 -0.01
-0.07 -0.09 0.10
1.75 0.32 0.07
0.13 0.00 -0.01
-0.22 -0.13 -0.07
-0.30 0.24 -0.06
0.46 0.21 -0.03

ΔE to the lowest compared entry with this formula, charge and spin	32.7	kcal/mol
SMILES string	COC(=O)[C@@H](C)O
total energy	-382.91267	Ha
HOMO-LUMO gap	10.85	eV
2S+1	1

=====

# 2
C20H50N6O4P4 | wB97M-V/def2-TZVPD

Element x y z (Å)
1 C 6.915 -1.131 5.323
2 P 6.149 -2.760 5.013
3 O 7.388 -3.779 4.547
4 P 4.798 -2.332 3.210
5 C 3.581 -1.922 1.804
6 O 2.187 -1.830 2.143
7 C 1.920 -1.424 3.429
8 C 1.426 -2.347 4.335
9 C 1.131 -1.987 5.640
10 C 1.338 -0.674 6.041
11 C 1.799 0.270 5.141
12 C 2.086 -0.110 3.840
13 H 6.144 -0.504 5.777
14 H 7.216 -0.621 4.400
15 H 7.750 -1.202 6.018
16 H 7.091 -4.671 4.751
17 H 3.964 -3.383 3.686
18 H 5.802 -2.702 2.264
19 H 4.786 -0.962 3.636
20 H 3.655 -2.693 1.031
21 H 3.904 -0.979 1.339
22 H 1.281 -3.372 4.009
23 H 0.744 -2.729 6.327
24 H 1.128 -0.399 7.068
25 H 1.958 1.293 5.457
26 H 2.454 0.630 3.136
27 O -2.083 0.665 -0.154
28 P -2.964 -0.089 0.775
29 N -3.376 1.092 1.943
30 C -3.938 0.810 3.251
31 C -3.950 2.321 1.397
32 N -1.844 -1.202 1.437
33 C -1.708 -1.422 2.864
34 C -0.532 -1.256 0.795
35 N -4.295 -1.150 1.036
36 C -4.116 -2.532 0.538
37 C -5.530 -0.637 0.388
38 H -4.982 0.465 3.219
39 H -3.915 1.724 3.848
40 H -3.359 0.081 3.804
41 H -5.006 2.212 1.115
42 H -3.397 2.641 0.516
43 H -3.884 3.125 2.132
44 H -1.291 -0.551 3.388
45 H -1.039 -2.267 3.041
46 H -2.660 -1.703 3.318
47 H 0.109 -0.421 1.098
48 H -0.628 -1.243 -0.287
49 H -0.022 -2.183 1.055
50 H -3.854 -2.565 -0.524
51 H -5.047 -3.080 0.682
52 H -3.351 -3.059 1.098
53 H -5.406 -0.494 -0.689
54 H -5.834 0.312 0.829
55 H -6.350 -1.334 0.550
56 O -2.261 2.327 -5.913
57 P -0.906 1.859 -5.526
58 N -0.849 2.171 -3.853
59 C 0.361 2.214 -3.053
60 C -1.945 1.586 -3.075
61 N 0.063 2.987 -6.388
62 C 1.151 3.715 -5.765
63 C -0.634 3.846 -7.337
64 N 0.327 0.654 -5.581
65 C 0.912 0.397 -6.916
66 C -0.180 -0.653 -5.095
67 H 0.820 1.228 -2.892
68 H 0.116 2.621 -2.070
69 H 1.113 2.874 -3.470
70 H -1.809 0.513 -2.895
71 H -2.896 1.726 -3.588
72 H -2.025 2.068 -2.105
73 H 0.799 4.439 -5.019
74 H 1.710 4.265 -6.527
75 H 1.873 3.039 -5.305
76 H -1.161 4.673 -6.845
77 H -1.357 3.283 -7.920
78 H 0.089 4.269 -8.040
79 H 0.156 0.146 -7.665
80 H 1.612 -0.437 -6.837
81 H 1.479 1.250 -7.272
82 H -1.039 -1.008 -5.674
83 H -0.473 -0.591 -4.047
84 H 0.608 -1.403 -5.157

Atomic forces in eV per Å
0.14 0.08 -0.69
-0.81 -0.46 1.27
0.04 0.43 -0.52
0.27 0.18 -0.17
0.01 0.18 -0.28
0.32 -0.26 0.12
-0.18 0.13 0.31
-0.11 -0.54 -0.03
0.07 0.22 -0.20
-0.23 -0.09 0.49
0.10 -0.20 0.00
0.20 0.45 -0.40
-0.02 -0.14 0.09
0.24 -0.02 0.10
0.02 -0.03 -0.05
0.18 0.00 0.09
-0.05 -0.05 -0.10
-0.06 0.05 -0.08
-0.03 -0.02 0.08
-0.04 -0.06 0.09
0.05 0.02 0.08
0.02 0.05 -0.04
0.05 0.06 0.02
0.00 0.07 -0.05
-0.04 0.00 -0.04
-0.02 -0.08 -0.04
-2.03 -0.40 -1.96
2.74 -0.33 4.94
-0.37 0.19 -0.41
-0.31 -0.21 0.14
0.29 0.23 -0.24
0.24 0.12 -0.12
-0.34 -0.35 0.09
-0.01 0.16 -0.20
-0.29 0.23 -2.67
0.11 -0.29 0.21
-0.20 0.34 0.44
0.01 0.00 -0.04
0.01 0.08 -0.12
-0.04 -0.06 -0.12
-0.01 0.06 0.10
0.01 -0.10 -0.02
0.03 -0.06 0.07
0.01 -0.04 0.04
0.08 0.04 -0.10
-0.04 0.11 -0.05
0.06 -0.03 -0.05
-0.04 0.14 0.01
-0.12 -0.02 0.20
-0.06 -0.04 -0.03
-0.09 0.15 -0.05
0.12 0.17 0.00
-0.06 -0.08 -0.03
0.11 0.02 0.00
0.05 -0.06 0.04
-0.65 -2.74 -0.67
2.81 4.44 1.53
-0.30 -0.42 0.02
0.33 -0.21 0.06
-0.48 0.24 -0.25
-0.16 0.23 -0.01
0.36 -0.27 -0.06
-0.18 0.06 -0.01
-1.86 -1.40 -1.33
0.30 0.13 -0.11
0.11 0.07 0.60
-0.04 -0.01 -0.02
-0.15 -0.06 -0.01
-0.03 -0.11 -0.09
0.03 0.05 0.16
0.09 0.00 -0.14
0.15 0.00 0.02
0.05 0.00 0.02
-0.11 0.03 -0.06
-0.10 -0.03 0.07
-0.03 0.01 -0.05
-0.06 -0.01 0.09
0.10 -0.02 0.09
0.03 -0.07 -0.02
-0.11 -0.09 0.11
-0.14 0.13 0.07
0.05 -0.07 -0.05
-0.04 0.11 -0.03
0.06 0.05 -0.05

SMILES string	CN(C)P(=O)(N(C)C)N(C)C.CN(C)P(=O)(N(C)C)N(C)C.CP(O)[PH3]COc1ccccc1
total energy	-2786.85143	Ha
HOMO-LUMO gap	7.82	eV
2S+1	1

=====

# 3
C15H30AsF6N3O8PZr | wB97M-V/def2-TZVPD

Element x y z (Å)
1 Zr 0.214 -0.242 -0.786
2 O 1.812 1.067 -2.283
3 C 3.236 1.084 -2.288
4 C 3.878 1.814 -1.083
5 N 3.835 1.137 0.202
6 C 2.997 1.631 1.272
7 C 1.581 1.063 1.013
8 O 1.144 0.096 1.632
9 O 0.963 1.551 0.015
10 C 4.333 -0.170 0.315
11 C 3.120 -1.256 0.170
12 O 3.261 -2.286 0.754
13 O 2.199 -0.830 -0.607
14 H 1.503 1.961 -2.460
15 H 3.556 0.048 -2.335
16 H 3.590 1.593 -3.184
17 H 4.937 1.937 -1.338
18 H 3.441 2.805 -0.972
19 H 3.361 1.272 2.232
20 H 2.949 2.718 1.251
21 H 5.032 -0.405 -0.487
22 H 4.780 -0.366 1.287
23 C -5.561 0.791 0.194
24 C -4.803 2.060 -0.146
25 O -3.347 1.908 -0.058
26 P -2.563 0.826 -0.918
27 O -1.573 0.114 0.316
28 C -1.986 0.074 1.726
29 C -2.772 -1.184 2.030
30 O -1.217 1.707 -1.334
31 C -1.322 2.978 -2.035
32 C -0.891 4.107 -1.121
33 H -6.609 0.920 -0.071
34 H -5.512 0.563 1.259
35 H -5.177 -0.060 -0.373
36 H -5.034 2.853 0.561
37 H -5.057 2.409 -1.147
38 H -2.573 0.966 1.926
39 H -1.066 0.117 2.299
40 H -3.715 -1.207 1.484
41 H -2.991 -1.209 3.098
42 H -2.200 -2.071 1.768
43 H -2.353 3.116 -2.360
44 H -0.698 2.908 -2.927
45 H -1.610 4.232 -0.313
46 H -0.828 5.038 -1.683
47 H 0.082 3.887 -0.683
48 F -0.382 -0.013 -2.894
49 As -0.789 -1.802 -3.230
50 F 0.767 -1.964 -2.317
51 F 0.033 -1.673 -4.695
52 F -1.052 -3.460 -3.276
53 F -2.295 -1.300 -3.810
54 F -1.448 -1.702 -1.537
55 C 1.697 -4.722 2.112
56 N 0.904 -3.504 2.289
57 C 0.528 -3.075 3.643
58 C 0.535 -2.776 1.294
59 N 0.130 -2.102 0.436
60 H 1.067 -5.605 2.226
61 H 2.482 -4.745 2.864
62 H 2.152 -4.727 1.126
63 H -0.253 -3.718 4.048
64 H 0.177 -2.046 3.619
65 H 1.404 -3.131 4.288

Atomic forces in eV per Å
1.60 -0.73 0.03
0.23 0.00 -0.32
-0.04 -0.13 0.25
-0.03 0.14 -0.23
-0.22 -0.05 -0.17
-0.18 0.08 0.14
0.27 0.14 0.75
0.08 0.25 0.05
0.15 0.66 0.27
0.06 -0.37 0.05
0.43 0.03 0.19
-0.13 0.02 -0.13
0.19 0.03 -0.21
-0.17 0.07 -0.10
0.04 0.01 -0.07
0.01 0.04 0.00
0.01 -0.01 0.04
0.00 -0.02 0.07
0.05 -0.01 -0.03
0.09 0.01 -0.04
0.03 0.06 0.02
-0.06 0.08 0.03
0.21 0.07 0.05
-0.43 -0.09 -0.04
0.16 -0.10 0.06
-1.03 0.99 0.15
-0.37 0.22 -0.08
-0.22 -0.42 0.50
0.11 0.10 -0.22
-0.32 -0.49 0.41
0.10 0.28 -0.12
-0.07 -0.21 0.03
-0.01 0.01 0.01
0.05 0.00 -0.01
-0.09 -0.02 -0.04
0.07 0.05 -0.04
0.13 -0.02 -0.01
0.08 0.10 -0.12
0.06 0.05 -0.09
0.00 -0.02 0.03
-0.04 0.02 0.01
-0.03 -0.03 0.00
0.00 -0.07 -0.07
-0.04 -0.10 -0.02
0.03 0.02 0.01
-0.03 -0.01 -0.03
0.03 0.06 -0.02
-0.26 -0.68 0.16
-0.14 -0.51 -0.73
-0.69 0.18 -0.21
-0.05 -0.02 0.19
0.06 0.16 0.08
0.23 -0.09 0.04
0.33 0.38 -0.68
0.03 -0.29 -0.09
0.01 0.17 0.08
-0.08 -0.09 0.18
-0.16 0.02 -0.15
-0.03 -0.11 0.32
-0.02 0.04 0.02
0.01 0.08 -0.02
-0.01 0.04 -0.01
0.02 -0.01 -0.05
-0.01 0.00 -0.04
0.03 0.01 -0.06

ΔE to the lowest compared entry with this formula, charge and spin	42.5	kcal/mol
total energy	-4578.87057	Ha
HOMO-LUMO gap (alpha / beta)	9.55 / 6.06	eV
2S+1	2
charge	+2